This record from OMol25 describes a cluster of 2 separate species, C2N6O2 in total in a non-equilibrium geometry. The level of theory is the ωB97M-V functional and the def2-TZVPD basis.

LUMO level in Eh: -0.056
F_max in eV Å⁻¹: 3.1
Gap between HOMO and LUMO in hartree: 0.333

Last column: natural (NBO) charge in e.
CARTESIAN COORDINATES (ANGSTROEM)
C (-0.91452, -1.59209, -0.31385)  0.2151
C (-0.42953, -0.27704, -0.51040)  -0.0846
N (-1.34019, -2.61024, -0.07616)  -0.2308
N (-0.03313, 0.20783, -1.64336)  0.0963
N (1.86881, 0.69017, 1.89238)  0.0195
N (0.54431, 0.63717, -2.51302)  0.1776
N (2.29132, 0.65759, 0.88287)  -0.0152
N (-0.65293, 0.67991, 0.61576)  0.5252
O (-1.21184, 0.24237, 1.59947)  -0.3162
O (-0.51466, 1.87440, 0.31088)  -0.3869

This record from OMol25 describes a structure of composition C16H13Cl3F5N3O2PbS in a non-equilibrium geometry. The level of theory is the ωB97M-V functional and the def2-TZVPD basis.

LUMO level (alpha / beta) in Eh: -0.064 / -0.082
F_max in eV Å⁻¹: 6.8
Gap between HOMO and LUMO (alpha / beta) in hartree: 0.231 / 0.208

Last column: natural (NBO) charge in e.
CARTESIAN COORDINATES (ANGSTROEM)
Pb (0.32386, 2.24797, 1.32207)  1.1972
F (2.54664, -1.41364, 6.20638)  -0.2918
C (1.63501, -1.17190, 5.26013)  0.2598
C (1.87314, -1.55682, 3.95324)  0.2846
F (3.01225, -2.19771, 3.64783)  -0.3082
C (0.92415, -1.26339, 2.98948)  0.2695
F (1.22141, -1.65912, 1.71911)  -0.3439
C (-0.24447, -0.58754, 3.25597)  -0.3434
S (-1.49995, -0.00340, 1.61002)  -0.0024
C (-0.45585, -0.24298, 4.57338)  0.3070
F (-1.57397, 0.41810, 4.93276)  -0.3118
C (0.45650, -0.51806, 5.57907)  0.2537
F (0.23434, -0.15687, 6.84872)  -0.2943
C (3.61833, -1.60543, -1.35875)  -0.5878
C (2.27945, -1.02448, -1.83297)  -0.1740
C (2.42484, -0.32257, -3.18941)  -0.5869
C (1.19822, -2.11498, -1.88513)  -0.5945
C (1.84430, -0.02900, -0.84531)  0.5395
N (1.55612, 0.72748, -0.03522)  -0.5274
H (3.95330, -2.34073, -2.09012)  0.2235
H (3.50863, -2.09480, -0.39145)  0.2356
H (4.37750, -0.82772, -1.27448)  0.2192
H (2.76771, -1.04742, -3.92699)  0.2259
H (3.14522, 0.49379, -3.13362)  0.2197
H (1.46827, 0.08581, -3.51533)  0.2227
H (1.52153, -2.89925, -2.57006)  0.2199
H (0.25607, -1.70033, -2.24377)  0.2304
H (1.02977, -2.54482, -0.89811)  0.2395
N (-1.36194, 2.34463, -1.20596)  -0.5900
C (-1.55020, 0.51859, -2.59408)  -0.9634
C (-3.35321, -0.17540, -1.45146)  -0.3479
N (-2.04160, 0.70718, 0.10012)  -0.8410
C (-0.63106, 3.26609, -0.87209)  -0.0927
H (-0.62075, 1.04858, -2.89883)  0.1979
H (-1.64310, -0.30296, -3.29210)  0.2476
H (-3.18408, -1.19273, -1.12607)  0.2324
H (-0.63902, 4.23652, -1.38475)  0.2095
Cl (-2.31260, 1.10007, -1.29374)  1.6616
C (-3.55741, 2.02344, -1.62940)  -0.3664
Cl (-5.00280, -0.05038, -1.96194)  0.1154
Cl (-3.81225, 2.92374, -3.01542)  0.1495
C (-4.45753, 2.84639, -0.21173)  0.8800
O (-5.56070, 3.13249, -0.57084)  -0.6201
O (-3.67407, 2.92354, 0.70084)  -0.6535

This record from OMol25 describes the ion C4H5O5P with charge -2 in a non-equilibrium geometry. The level of theory is the ωB97M-V functional and the def2-TZVPD basis.

LUMO level in Eh: 0.250
Total charge: -2
F_max in eV Å⁻¹: 4.6
SMILES: C[C@@H]1O[C@]1([O-])[C@H]1O[P@]1(=O)[O-]
Gap between HOMO and LUMO in hartree: 0.250

Last column: natural (NBO) charge in e.
CARTESIAN COORDINATES (ANGSTROEM)
C (1.10635, 0.60091, -1.17344)  -0.6380
C (-0.07087, -0.25472, -1.51573)  -0.0259
O (-1.31562, 0.38506, -1.32597)  -0.6558
C (-0.99899, -0.86681, -0.45723)  0.4911
O (-1.58503, -1.97549, -0.54107)  -0.8236
C (-1.04549, -0.05817, 0.78572)  -0.3068
O (-0.97644, -0.82478, 2.15976)  -0.8671
P (0.36968, 0.15838, 1.96953)  2.2588
O (1.68931, -0.56988, 1.78532)  -1.1700
O (0.33190, 1.37946, 2.88081)  -1.1911
H (0.74429, 1.32824, -0.45108)  0.2281
H (1.58418, 1.16471, -2.13570)  0.1376
H (1.92205, -0.11894, -0.74515)  0.2354
H (0.06370, -0.94845, -2.29003)  0.1416
H (-1.81901, 0.60048, 1.05427)  0.1857

This record from OMol25 describes a structure of composition C5H9NO. The level of theory is the ωB97M-V functional and the def2-TZVPD basis.

LUMO level in Eh: 0.001
F_max in eV Å⁻¹: 0.4
Gap between HOMO and LUMO in hartree: 0.308

Last column: natural (NBO) charge in e.
CARTESIAN COORDINATES (ANGSTROEM)
C (-0.03352, -0.01225, -2.08953)  -0.4110
N (-0.22721, 0.75529, -0.87642)  -0.3771
C (-1.30556, 0.73121, -0.08728)  -0.1053
C (0.70773, 0.98977, 0.12160)  -0.1673
C (1.04640, 0.07924, 1.20560)  0.4876
O (2.00835, 0.34935, 1.91652)  -0.5965
C (0.27696, -1.20928, 1.46962)  -0.7112
H (-0.69460, 0.33666, -2.88877)  0.2078
H (-0.23456, -1.07555, -1.89213)  0.1974
H (1.01062, 0.09746, -2.39203)  0.2250
H (-1.62313, 1.62749, 0.43373)  0.2051
H (-1.96623, -0.13871, -0.11321)  0.1722
H (1.39598, 1.82439, 0.00993)  0.2021
H (1.00136, -1.97343, 1.76571)  0.2385
H (-0.39957, -1.04460, 2.31577)  0.2343
H (-0.31324, -1.56647, 0.61991)  0.1983

This record from OMol25 describes a structure of composition Cl4Cr. The level of theory is the ωB97M-V functional and the def2-TZVPD basis.

LUMO level (alpha / beta) in Eh: 0.236 / 0.235
Total charge: -2
F_max in eV Å⁻¹: 0.9
2S+1: 5
Gap between HOMO and LUMO (alpha / beta) in hartree: 0.246 / 0.311
<S²>: 6.012

Last column: Mulliken spin population.
CARTESIAN COORDINATES (ANGSTROEM)
Cr (-0.03107, 0.00557, 0.06907)  3.8862
Cl (1.89806, 0.82412, 1.22164)  0.0325
Cl (0.51679, -0.05825, -2.31275)  0.0260
Cl (-0.47389, -2.08665, 1.00098)  0.0296
Cl (-1.90987, 1.31520, 0.02105)  0.0258

This record from OMol25 describes a structure of composition C5H6N2O in a non-equilibrium geometry. The level of theory is the ωB97M-V functional and the def2-TZVPD basis.

LUMO level in Eh: 0.010
F_max in eV Å⁻¹: 8.0
Gap between HOMO and LUMO in hartree: 0.347

Last column: natural (NBO) charge in e.
CARTESIAN COORDINATES (ANGSTROEM)
C (-1.60544, -0.31184, 0.19931)  0.5590
C (-1.55331, 1.12875, 0.14763)  -0.4654
C (0.04228, 0.67873, -0.28912)  -0.0331
C (2.05676, -0.21854, -0.28883)  0.2384
C (-0.06165, -0.58772, 0.63906)  -0.1410
H (-1.48084, 1.57975, 0.99786)  0.2206
H (-2.14780, 1.54583, -0.74706)  0.2537
H (-0.23815, 0.52666, -1.28381)  0.1972
H (3.18306, -0.44394, -0.21640)  0.2245
H (1.52270, -2.39378, -0.09322)  0.4203
H (0.15024, -0.19335, 1.74601)  0.1999
N (1.48561, 0.97894, -0.25054)  -0.4668
N (1.03546, -1.23526, -0.01476)  -0.6727
O (-2.38895, -1.05423, -0.54611)  -0.5346

Please write out number 2 again, unchanged.
This record from OMol25 describes a structure of composition C16H13Cl3F5N3O2PbS in a non-equilibrium geometry. The level of theory is the ωB97M-V functional and the def2-TZVPD basis.

LUMO level (alpha / beta) in Eh: -0.064 / -0.082
F_max in eV Å⁻¹: 6.8
Gap between HOMO and LUMO (alpha / beta) in hartree: 0.231 / 0.208

Last column: natural (NBO) charge in e.
CARTESIAN COORDINATES (ANGSTROEM)
Pb (0.32386, 2.24797, 1.32207)  1.1972
F (2.54664, -1.41364, 6.20638)  -0.2918
C (1.63501, -1.17190, 5.26013)  0.2598
C (1.87314, -1.55682, 3.95324)  0.2846
F (3.01225, -2.19771, 3.64783)  -0.3082
C (0.92415, -1.26339, 2.98948)  0.2695
F (1.22141, -1.65912, 1.71911)  -0.3439
C (-0.24447, -0.58754, 3.25597)  -0.3434
S (-1.49995, -0.00340, 1.61002)  -0.0024
C (-0.45585, -0.24298, 4.57338)  0.3070
F (-1.57397, 0.41810, 4.93276)  -0.3118
C (0.45650, -0.51806, 5.57907)  0.2537
F (0.23434, -0.15687, 6.84872)  -0.2943
C (3.61833, -1.60543, -1.35875)  -0.5878
C (2.27945, -1.02448, -1.83297)  -0.1740
C (2.42484, -0.32257, -3.18941)  -0.5869
C (1.19822, -2.11498, -1.88513)  -0.5945
C (1.84430, -0.02900, -0.84531)  0.5395
N (1.55612, 0.72748, -0.03522)  -0.5274
H (3.95330, -2.34073, -2.09012)  0.2235
H (3.50863, -2.09480, -0.39145)  0.2356
H (4.37750, -0.82772, -1.27448)  0.2192
H (2.76771, -1.04742, -3.92699)  0.2259
H (3.14522, 0.49379, -3.13362)  0.2197
H (1.46827, 0.08581, -3.51533)  0.2227
H (1.52153, -2.89925, -2.57006)  0.2199
H (0.25607, -1.70033, -2.24377)  0.2304
H (1.02977, -2.54482, -0.89811)  0.2395
N (-1.36194, 2.34463, -1.20596)  -0.5900
C (-1.55020, 0.51859, -2.59408)  -0.9634
C (-3.35321, -0.17540, -1.45146)  -0.3479
N (-2.04160, 0.70718, 0.10012)  -0.8410
C (-0.63106, 3.26609, -0.87209)  -0.0927
H (-0.62075, 1.04858, -2.89883)  0.1979
H (-1.64310, -0.30296, -3.29210)  0.2476
H (-3.18408, -1.19273, -1.12607)  0.2324
H (-0.63902, 4.23652, -1.38475)  0.2095
Cl (-2.31260, 1.10007, -1.29374)  1.6616
C (-3.55741, 2.02344, -1.62940)  -0.3664
Cl (-5.00280, -0.05038, -1.96194)  0.1154
Cl (-3.81225, 2.92374, -3.01542)  0.1495
C (-4.45753, 2.84639, -0.21173)  0.8800
O (-5.56070, 3.13249, -0.57084)  -0.6201
O (-3.67407, 2.92354, 0.70084)  -0.6535

Question: The highest F_max belongs to which entry?
Answer: C5H6N2O